Here is a molecular structure, C31H34AsN7O5RbS in a non-equilibrium geometry from the OMol25 dataset. Energies are from ωB97M-V with the def2-TZVPD basis set.

Last column: Löwdin charge in e.
Geometry (Å):
Rb 0.2702 -0.9767 -1.1480  1.02
O 0.6575 -3.5019 -1.6960  -0.20
C 0.5742 -3.6508 -0.4372  -0.70
N 1.5116 -3.6381 0.4675  0.07
C 2.8554 -3.5989 -0.1009  -0.20
C 3.2513 -2.3443 -0.8619  -0.31
C 3.4896 -2.3746 -2.2359  -0.04
C 3.8154 -1.2080 -2.8988  -0.06
C 3.9029 -0.0263 -2.1732  -0.07
C 3.6545 -0.0830 -0.8143  -0.17
N 3.3314 -1.2060 -0.1647  0.10
C -0.8303 -3.8481 0.0995  -0.23
C -1.5856 -4.9212 -0.3799  -0.01
C -2.8394 -5.1397 0.1534  -0.08
C -3.3196 -4.2632 1.1229  -0.09
C -2.5209 -3.1962 1.4894  -0.17
N -1.2959 -2.9829 0.9977  0.10
H 3.0136 -4.4460 -0.7810  0.11
H 3.5747 -3.6940 0.7157  0.10
H 3.3514 -3.3057 -2.7695  0.11
H 3.9662 -1.2119 -3.9710  0.11
H 4.1234 0.9215 -2.6453  0.10
H 3.6817 0.8194 -0.2101  0.11
H -1.1663 -5.5496 -1.1549  0.12
H -3.4414 -5.9777 -0.1805  0.10
H -4.2951 -4.3862 1.5775  0.10
H -2.8700 -2.4589 2.2064  0.08
C -4.3681 -1.6837 -1.4341  0.00
C -3.5597 -0.8053 -2.3246  -0.36
N -2.3933 -0.2835 -2.0264  0.10
C -1.9962 0.4207 -3.1541  -0.13
C -2.9563 0.3100 -4.1298  -0.09
N -3.9380 -0.4721 -3.5785  0.16
C -3.1913 0.7933 -5.5216  -0.50
O -2.2807 1.5553 -6.0614  0.11
O -4.2373 0.4917 -6.0685  0.06
C -0.7046 1.2145 -3.2189  -0.62
O -0.4364 1.7605 -4.3262  -0.01
O -0.0083 1.2458 -2.1905  -0.23
H -3.9663 -1.6334 -0.4254  0.07
H -4.3218 -2.7260 -1.7583  0.08
H -5.4155 -1.3748 -1.4055  0.08
H -4.7759 -0.7215 -4.0766  0.16
H -1.5028 1.7006 -5.3832  0.06
C -2.1511 5.8771 -0.9684  -0.04
N -0.9810 5.0219 -1.0093  -0.13
C -0.0518 5.0042 -2.0499  -0.05
C 0.8561 4.0625 -1.7494  -0.08
N 0.5038 3.5518 -0.5122  0.06
C -0.6567 4.1030 -0.0680  -0.81
S -1.4774 3.6903 1.3511  0.54
H -1.8543 6.9247 -0.9088  0.09
H -2.7274 5.6072 -0.0889  0.04
H -2.7533 5.7158 -1.8626  0.09
H -0.1556 5.6394 -2.9138  0.12
H 1.6798 3.6726 -2.3201  0.12
H 0.8603 2.6843 -0.1304  0.13
C -0.0836 -1.7473 4.0407  -0.33
As -0.6711 -0.2595 2.9082  1.14
C -0.7346 1.0928 4.3218  -0.34
C 1.1323 0.0572 2.1028  -0.37
C 2.0852 0.8237 2.9666  -0.31
C 2.0218 2.2158 3.0488  -0.07
C 2.8947 2.9177 3.8676  -0.09
C 3.8486 2.2442 4.6223  -0.11
C 3.9209 0.8602 4.5473  -0.09
C 3.0475 0.1575 3.7252  -0.05
H 0.8010 -1.4890 4.6247  0.01
H 0.1249 -2.6039 3.3991  0.01
H -0.9032 -1.9862 4.7202  0.01
H 0.1240 1.0275 4.9924  0.02
H -1.6529 0.8970 4.8790  0.01
H -0.7874 2.0847 3.8839  -0.02
H 1.0155 0.5969 1.1570  0.02
H 1.5325 -0.9243 1.8463  0.05
H 1.2514 2.7470 2.4965  0.08
H 2.8202 3.9971 3.9223  0.10
H 4.5285 2.7936 5.2630  0.09
H 4.6677 0.3219 5.1200  0.10
H 3.1170 -0.9223 3.6520  0.11

The calculation puts the gap between HOMO and LUMO at 7.41 eV. The LUMO energy comes out at 2.11 eV. As for the net charge: -1. For the HOMO energy, the calculation gives -5.3 eV.

Here is 2 unconnected molecules or ions with the total composition C31H34BClO2S in a non-equilibrium geometry from the OMol25 dataset. Energies are from ωB97M-V with the def2-TZVPD basis set.

Last column: Löwdin charge in e.
Geometry (Å):
C 4.2836 -2.6187 4.6887  -0.11
C 3.0372 -2.1604 4.0442  -0.60
C 2.4066 -2.7655 2.9688  -0.13
C 1.1344 -2.2100 2.6774  -0.12
C 0.8192 -1.1296 3.5010  -0.47
B 2.8594 1.8759 -0.1514  -0.63
C -0.4575 -0.4600 3.6016  -0.25
C -1.5804 -1.0043 2.9270  -0.03
C -2.7911 -0.3171 2.9001  -0.10
C -2.9330 0.8727 3.6324  -0.69
Cl -4.4476 1.6760 3.6607  0.68
C -1.8361 1.4174 4.3234  -0.09
C -0.6121 0.7504 4.3142  -0.05
O 3.8779 1.3728 0.6544  0.13
C 4.8250 0.7967 -0.2579  -0.46
C 5.8941 1.8762 -0.4991  -0.01
C 5.4305 -0.4394 0.3823  0.00
C 3.9214 0.5357 -1.5476  -0.45
C 4.7120 0.5513 -2.8275  -0.01
C 3.0888 -0.7576 -1.5254  0.00
O 2.9663 1.6314 -1.4950  0.16
S 2.1712 -0.7553 4.5630  1.08
H 4.5402 -3.6097 4.3086  0.08
H 5.1241 -1.9481 4.4886  0.08
H 4.1396 -2.6776 5.7708  0.08
H 2.8314 -3.6164 2.4487  0.11
H 0.4803 -2.5728 1.8945  0.10
H -1.5064 -1.9754 2.4409  0.11
H -3.6153 -0.6910 2.3019  0.11
H -1.9435 2.3660 4.8441  0.11
H 0.2382 1.1601 4.8670  0.09
H 6.6928 1.5207 -1.1633  0.09
H 5.4609 2.7939 -0.9293  0.10
H 6.3384 2.1413 0.4670  0.10
H 6.1531 -0.9096 -0.3032  0.10
H 5.9600 -0.1521 1.3012  0.09
H 4.6558 -1.1738 0.6391  0.08
H 5.4796 -0.2356 -2.7737  0.10
H 4.0613 0.3318 -3.6793  0.09
H 5.2208 1.5079 -2.9721  0.09
H 3.7569 -1.6257 -1.5654  0.09
H 2.4171 -0.8345 -0.6549  0.09
H 2.4554 -0.7681 -2.4293  0.10
C 4.0155 7.4532 1.6827  -0.06
C 3.1841 6.2283 1.4336  -0.28
C 2.4332 5.6180 2.4468  -0.03
C 1.8174 4.3729 2.2495  -0.01
C 1.9971 3.6904 1.0445  -0.19
C 1.5841 2.2310 0.8047  -0.06
C 0.2995 2.0570 0.0329  -0.17
C -0.3107 0.7936 0.0105  -0.03
C -1.6160 0.6494 -0.4653  -0.09
C -2.3023 1.7429 -1.0108  -0.09
C -1.6364 2.9681 -1.1196  -0.08
C -0.3499 3.1203 -0.6018  -0.02
C 2.6035 4.3880 -0.0285  -0.04
C 3.1708 5.6454 0.1632  -0.03
H 4.8608 7.4932 0.9888  0.08
H 3.4475 8.3794 1.5490  0.08
H 4.4186 7.4528 2.6997  0.08
H 2.3579 6.1188 3.4160  0.11
H 1.1979 3.9164 3.0315  0.12
H 1.6148 1.6471 1.7349  0.15
H 0.2427 -0.0569 0.4133  0.11
H -2.1049 -0.3247 -0.4044  0.10
H -3.3205 1.6392 -1.3715  0.10
H -2.1175 3.8131 -1.5963  0.10
H 0.1474 4.0874 -0.6558  0.11
H 2.6043 3.9649 -1.0435  0.13
H 3.6520 6.1580 -0.6768  0.12

The calculation puts the gap between HOMO and LUMO at 7.99 eV. The LUMO energy comes out at 0.24 eV. For the HOMO energy, the calculation gives -7.8 eV. The SMILES is Cc1ccc([C@H](B2OC(C)(C)C(C)(C)O2)c2ccccc2)cc1.Cc1ccc(-c2ccc(Cl)cc2)s1.

Here is a molecular structure, C31H34Cl2FeNO8Si in a non-equilibrium geometry from the OMol25 dataset. Energies are from ωB97M-V with the def2-TZVPD basis set.

Last column: Löwdin charge in e.
Geometry (Å):
Fe 0.3301 -0.1616 -0.9809  0.42
C -2.7088 0.8211 -1.2484  -0.06
O -1.9453 -0.2333 -0.6886  -0.21
C -2.5375 -0.7836 0.4724  -0.17
C -2.3392 0.0188 1.7488  -0.18
O -0.9657 0.1805 1.9785  -0.16
C -0.5587 0.2014 3.3217  -0.19
C 0.9435 -0.0135 3.3629  -0.18
O 1.6865 1.0537 2.8092  -0.21
C 1.8599 2.1521 3.6665  -0.11
H -3.7423 0.4899 -1.3992  0.09
H -2.2667 1.0584 -2.2111  0.09
H -2.7004 1.7113 -0.6116  0.09
H -2.0893 -1.7659 0.6119  0.12
H -3.6144 -0.9054 0.2962  0.13
H -2.7957 -0.5716 2.5571  0.13
H -2.8555 0.9891 1.7195  0.13
H -1.0358 -0.6203 3.8761  0.13
H -0.8496 1.1432 3.8127  0.12
H 1.1751 -0.8893 2.7551  0.12
H 1.2537 -0.1899 4.4029  0.13
H 2.4079 1.8660 4.5735  0.09
H 0.9067 2.6051 3.9691  0.08
H 2.4358 2.8960 3.1164  0.09
Cl -0.1495 1.3987 -5.7404  0.66
C -0.1050 2.3452 -4.2820  -0.60
C -0.1442 3.7391 -4.3762  -0.15
C -0.0966 4.5274 -3.2590  -0.63
Cl -0.1437 6.2681 -3.4304  0.63
C -0.0100 3.9501 -1.9713  -0.19
C 0.0486 4.6680 -0.7582  -0.03
C 0.1495 3.9786 0.4164  -0.04
C 0.2006 2.5746 0.4012  -0.09
N 0.1466 1.8758 -0.7117  0.06
C 0.0403 2.5446 -1.8900  -0.15
C 0.0017 1.6831 -3.0542  -0.43
O 0.0707 0.4256 -2.8820  -0.10
H -0.2097 4.1946 -5.3554  0.10
H 0.0262 5.7493 -0.7765  0.09
H 0.2099 4.4985 1.3640  0.10
H 0.3123 2.0039 1.3088  0.09
O 0.0180 -2.1899 -1.6088  -0.01
C 0.1963 -2.5734 -0.4262  -0.62
O 0.4504 -1.7592 0.5001  -0.07
C 0.1016 -4.0368 -0.0939  -0.12
C -0.2028 -4.9490 -1.0936  -0.01
C -0.3060 -6.3169 -0.8260  0.01
C -0.0896 -6.7074 0.4718  -0.22
O -0.1349 -7.9788 0.9955  0.02
C 0.2185 -7.8477 2.3698  -0.15
O 0.3743 -6.4667 2.6664  0.02
C 0.2156 -5.8006 1.4686  -0.20
C 0.3205 -4.4578 1.2245  0.08
H -0.3539 -4.5661 -2.0937  0.12
H -0.5406 -7.0361 -1.5986  0.11
H 1.1630 -8.3696 2.5516  0.13
H -0.5805 -8.2640 2.9877  0.13
H 0.5652 -3.7344 1.9893  0.13
C 3.6034 -0.7275 0.3547  -0.22
Si 2.6186 -0.0015 -1.1094  0.61
C 3.3793 -0.8264 -2.6492  -0.22
C 3.2274 1.8151 -1.2079  -0.26
C 3.6348 2.5250 -0.0726  -0.11
C 3.9444 3.8794 -0.1237  -0.12
C 3.8572 4.5713 -1.3246  -0.12
C 3.4723 3.8894 -2.4719  -0.10
C 3.1668 2.5361 -2.4073  -0.11
H 4.6854 -0.6090 0.2325  0.02
H 3.3812 -1.7950 0.4410  0.01
H 3.3063 -0.2565 1.2949  -0.01
H 4.4589 -0.6631 -2.7300  0.02
H 2.8986 -0.4566 -3.5584  0.01
H 3.1929 -1.9035 -2.6107  0.01
H 3.6966 2.0063 0.8795  0.08
H 4.2551 4.3985 0.7777  0.09
H 4.0889 5.6293 -1.3677  0.09
H 3.3972 4.4153 -3.4174  0.10
H 2.8670 2.0272 -3.3188  0.10

The calculation puts the gap between HOMO and LUMO (alpha / beta) at 6.27 / 6.21 eV. The LUMO energy (alpha / beta) comes out at 2.40 / 2.40 eV. As for the net charge: -1. For the HOMO energy (alpha / beta), the calculation gives -3.9 / -3.8 eV.

Question: Number 1 is which compound?
Answer: C31H34AsN7O5RbS